# 1
ORCA calculation (ωB97M-V/def2-TZVPD) on an isolated molecule of C7H9N3O2 in a non-equilibrium geometry.

```
21
C7H9N3O2 ωB97M-V/def2-TZVPD
C 2.98706 -0.41570 -0.60714
C 2.67043 -1.48268 0.23016
C 2.09396 0.63627 -1.04420
C 1.37105 -1.47582 0.94671
C -2.94655 0.08019 -0.54023
C -2.00275 1.20801 -0.11651
C -1.33066 0.81448 1.22479
N 1.01868 1.09989 -0.60581
N 0.47699 -0.60525 0.83691
N -0.64941 -0.41341 1.24232
O -2.48647 -0.74243 -1.44307
O -3.93366 -0.23800 0.12685
H 4.08393 -0.48388 -0.93542
H 3.12678 -2.44018 0.35907
H 2.50647 1.07935 -1.95629
H 1.23737 -2.21565 1.63041
H -2.64554 2.15325 0.13608
H -1.25727 1.40583 -0.96712
H -0.58314 1.72224 1.43503
H -2.10520 0.82470 1.98941
H -1.63206 -0.51121 -1.94193
```

Kohn-Sham gap (alpha / beta) = 7.716 / 7.080 eV
Relative energy (zero: lowest compared OMol25 entry of this formula, charge and spin) = 661.2 kJ/mol
HOMO (alpha / beta) = -8.153 / -8.170 eV
Total energy = -586.6686 hartree

=====

# 2
ORCA calculation (ωB97M-V/def2-TZVPD) on a cluster of 10 separate species, H21O10 in total in a non-equilibrium geometry.

```
31
H21O10 ωB97M-V/def2-TZVPD
O -1.61370 -2.60457 1.91778
H -3.92983 -1.34553 0.39142
H 3.09861 -2.97227 0.35003
O 2.32848 -2.39549 0.01842
H -0.81205 -0.73832 0.83384
H 2.02385 -0.41723 -0.75734
O 2.79452 0.21880 -0.80770
H -0.97796 -2.82523 1.21224
H 3.42714 -0.62766 -0.71276
O 0.93630 3.49530 1.07935
H 1.82224 3.90205 0.68415
H 1.29454 2.75747 1.81790
O -3.56492 -1.36488 -0.42127
H 1.88486 -1.69777 2.81088
H -3.90537 -1.77195 -1.10076
O -2.06158 0.37373 -0.80580
H -1.25549 -0.11524 -0.98604
H -2.48853 0.40468 -1.77556
O -0.09753 -0.29157 0.43861
H -1.47219 1.34385 -0.59783
H 0.45986 -0.20528 1.18543
O -0.76832 2.56287 -0.48581
H -0.28613 2.80226 0.31640
H -2.49191 -2.37069 1.42201
O 0.28211 1.72936 -3.27630
H 2.35017 -2.82694 -0.97921
O 1.31157 -0.97550 2.48049
H 0.47248 -0.97803 3.15813
H -0.46955 3.01966 -1.14499
H 0.93962 2.29413 -3.73144
H 0.76869 1.62000 -2.53427
```

Kohn-Sham gap (alpha / beta) = 2.758 / 10.686 eV
Relative energy (zero: lowest compared OMol25 entry of this formula, charge and spin) = 337.4 kJ/mol
HOMO (alpha / beta) = -2.705 / -10.813 eV
2S+1 = 2
Total energy = -764.7028 hartree

=====

# 3
ORCA calculation (ωB97M-V/def2-TZVPD) on a cluster of 11 separate species, C38H64O33 in total in a non-equilibrium geometry.

```
135
C38H64O33 ωB97M-V/def2-TZVPD
C -8.16183 -0.37585 -1.60122
C -7.32492 -1.55286 -0.81997
O -6.08577 -1.36413 -1.45239
C -4.88589 -1.39620 -0.79035
O -4.71596 -1.19798 0.46797
O -3.82646 -1.58792 -1.62174
C -3.88621 -1.84040 -2.97716
H -7.89049 0.64218 -1.32179
H -9.24536 -0.26237 -1.56670
H -8.09446 -0.56159 -2.67316
H -7.73086 -2.56135 -0.89918
H -7.16380 -1.27525 0.22170
H -4.07364 -0.94912 -3.57599
H -4.61399 -2.63136 -3.15828
H -2.94360 -2.21555 -3.37569
C 3.41321 -4.09555 0.78656
C 4.00430 -2.68582 0.63181
O 5.09595 -2.42738 1.52139
C 6.21787 -3.17448 1.47764
O 7.10531 -3.17471 2.34631
O 6.39796 -3.79707 0.28579
C 7.53203 -4.46811 0.01740
H 2.39457 -3.98117 0.41585
H 3.34821 -4.35062 1.84429
H 3.95293 -4.84689 0.21011
H 3.20745 -2.05825 1.03089
H 4.24451 -2.39450 -0.39070
H 8.00777 -4.37163 -0.95854
H 7.24089 -5.51830 0.03845
H 8.38166 -4.38494 0.69512
C -3.94176 2.56676 -1.98916
C -4.81625 3.10882 -3.03936
O -3.98116 3.57143 -4.01858
C -3.70076 4.91172 -4.15966
O -4.25643 5.84283 -3.56179
O -2.69396 4.97591 -5.13036
C -2.23624 6.14792 -5.81074
H -3.20101 1.83755 -2.31725
H -4.57529 2.04680 -1.27055
H -3.42935 3.40153 -1.51092
H -5.43347 3.85073 -2.53270
H -5.42737 2.26250 -3.35303
H -1.38164 5.80634 -6.39475
H -1.88117 7.07796 -5.36682
H -2.84992 6.57795 -6.60229
C 2.76338 -0.37121 -2.09718
C 3.89624 0.34379 -2.82369
O 3.47514 0.37062 -4.15338
C 4.14532 1.05552 -5.04880
O 5.05300 1.87850 -4.85003
O 3.72194 0.76644 -6.34263
C 4.38433 1.23718 -7.56515
H 2.84233 -1.44389 -2.27394
H 1.74510 -0.05504 -2.32352
H 2.89642 -0.23489 -1.02395
H 4.83124 -0.21468 -2.77920
H 4.14540 1.27359 -2.31234
H 5.46581 1.21648 -7.43081
H 4.23690 2.28584 -7.82336
H 4.35686 0.47457 -8.34347
C 6.13939 -4.72626 6.28802
C 5.35974 -3.33850 6.43695
O 4.19616 -3.54755 5.55845
C 3.27625 -2.67149 5.19049
O 3.41934 -1.44879 5.40043
O 2.13451 -3.28550 4.80897
C 0.85060 -2.52009 4.60336
H 5.57316 -5.63838 6.47654
H 7.02292 -4.66943 6.92384
H 6.32443 -4.77487 5.21496
H 5.90451 -2.45603 6.10142
H 5.19579 -3.18774 7.50396
H -0.01985 -3.07187 4.24845
H 0.97734 -1.81429 3.78246
H 0.43440 -2.01790 5.47668
O 2.33051 0.21646 2.40063
C 3.12903 1.12009 2.05910
O 4.09713 1.61803 2.90105
C 4.80600 2.65326 2.20683
C 4.26447 2.52822 0.90297
O 3.27717 1.54291 0.86361
H 4.58031 3.59042 2.71564
H 5.86784 2.41026 2.24626
H 5.09756 2.45746 0.20365
H 3.78618 3.47849 0.66568
O -1.59947 2.42805 1.26901
C -1.43826 1.21898 0.93116
O -1.77030 0.67248 -0.17064
C -1.32588 -0.67487 -0.11728
C -0.47670 -0.74795 1.16637
O -0.78912 0.45820 1.76766
H -2.14580 -1.37536 0.04122
H -0.73897 -0.83245 -1.02216
H 0.53621 -0.92184 0.80322
H -0.80203 -1.58514 1.78392
O -0.16094 -3.61889 -4.09634
C 0.01200 -2.48467 -4.44569
O 0.10938 -2.03149 -5.65314
C 0.15259 -0.63841 -5.64834
C -0.52664 -0.20655 -4.37041
O -0.29557 -1.38615 -3.57636
H 1.18618 -0.29247 -5.65953
H -0.31324 -0.27287 -6.56348
H -1.60373 -0.04816 -4.31668
H -0.00903 0.68491 -4.01618
O -0.50306 6.98147 2.95825
C -0.10820 5.83740 2.92101
O 0.95017 5.50697 2.33215
C 1.24786 4.16214 2.53138
C 0.35741 3.78290 3.66609
O -0.62093 4.81300 3.55541
H 0.85970 3.59042 1.68844
H 2.31493 3.99405 2.67705
H 0.93033 3.73987 4.59238
H -0.19144 2.84918 3.54353
O -0.58122 -4.50070 2.02139
C -1.77246 -4.48335 2.27111
O -2.68791 -3.84395 1.59331
C -3.94550 -3.81767 2.27944
C -3.68719 -4.84449 3.36017
O -2.33917 -5.19832 3.31347
H -4.16100 -2.86503 2.76332
H -4.76720 -4.12668 1.63335
H -4.21738 -5.77310 3.14880
H -3.97907 -4.57391 4.37491
O -7.51569 4.76677 3.68457
C -6.48438 4.38093 3.13988
O -5.58243 5.22101 2.82992
C -4.65542 4.58809 1.86782
C -5.02304 3.19882 1.97342
O -6.14364 3.15629 2.85247
H -4.55457 4.87475 0.82103
H -3.65053 4.60777 2.28963
H -4.21394 2.65611 2.46222
H -5.35559 2.81657 1.00833
```

Kohn-Sham gap = 9.802 eV
SMILES = CCOC(=O)OC.CCOC(=O)OC.CCOC(=O)OC.CCOC(=O)OC.CCOC(=O)OC.O=C1OCCO1.O=C1OCCO1.O=C1OCCO1.O=C1OCCO1.O=C1OCCO1.O=C1OCCO1
Relative energy (zero: lowest compared OMol25 entry of this formula, charge and spin) = 557.5 kJ/mol
HOMO = -9.812 eV
Total energy = -3969.0870 hartree

=====

- Which value of relative energy (zero: lowest compared OMol25 entry of this formula, charge and spin) does entry 3 give?
  557.5 kJ/mol